# 1
# C24H32BF6N3O13P

A cluster of 3 separate species, C24H32BF6N3O13P in total in a non-equilibrium geometry (ωB97M-V/def2-TZVPD, the Open Molecules 2025 dataset).

Results
HOMO energy in eV: -11.8

```
! RIJCOSX wB97M-V def2-TZVPD def2/J DEFGRID3
* xyz 1 1
C 4.6390 -0.5893 4.7884
C 3.5597 -0.6877 3.7025
B 3.1339 0.7129 3.1241
O 3.5759 1.8695 3.6923
C 2.1112 0.7751 1.8929
C 1.7807 -0.3922 1.2131
C 0.8728 -0.3913 0.1593
C 0.5954 -1.6992 -0.5067
O -0.0840 -2.4915 0.0614
O 1.1320 -1.9441 -1.7140
N 2.5617 -1.7012 -1.6448
C 0.2553 0.8045 -0.2044
O -0.6162 0.8659 -1.2211
C -1.8840 0.1476 -1.0844
C -2.4159 0.0637 0.3051
C -3.7664 -0.6776 0.2134
O -2.5779 1.3831 0.8199
C 0.6099 1.9810 0.4779
P -0.0752 3.7291 0.1958
N -0.9532 3.6730 -1.2581
O -1.2338 3.8638 1.2947
N 1.5281 1.9241 1.4667
C 1.9126 3.2046 2.1554
O 1.3607 3.4914 3.1417
C 3.0525 4.1491 1.6008
F 3.6923 4.5852 2.6982
F 2.4934 5.2101 1.0212
C 4.1658 3.5558 0.6893
F 5.0711 4.5318 0.5454
F 4.7794 2.5249 1.3118
C 3.8287 3.0560 -0.7451
F 5.0200 2.8439 -1.3404
F 3.2149 1.8391 -0.6892
C 3.0534 4.0053 -1.6710
O 3.3063 5.1467 -1.7296
O 2.1382 3.4021 -2.4633
H 4.4300 0.1970 5.5047
H 5.6165 -0.4226 4.3468
H 4.6590 -1.5167 5.3479
H 3.9140 -1.3547 2.9191
H 2.6586 -1.1015 4.1635
H 4.5358 1.9564 3.6487
H 2.2251 -1.3342 1.4821
H 2.9207 -2.1710 -2.4665
H 2.6739 -0.7008 -1.7896
H -2.5913 0.6716 -1.7150
H -1.7666 -0.8438 -1.5092
H -1.8007 -0.5456 0.9653
H -4.5494 -0.1491 0.7460
H -4.0802 -0.8544 -0.8154
H -3.6819 -1.6595 0.6693
H -3.1090 1.2993 1.6168
H -1.6635 4.3981 -1.1896
H -0.3829 3.9420 -2.0544
H -2.1042 3.6540 0.9226
H 1.6979 2.7101 -1.9505
O -5.5825 -1.0192 -2.1944
C -5.4933 -0.2531 -3.1106
O -4.3605 -0.1319 -3.8429
C -4.5039 0.9343 -4.8046
C -6.0057 1.1046 -4.9884
C -6.5373 0.7261 -3.6059
H -4.0309 1.8308 -4.3968
H -3.9915 0.6529 -5.7206
H -6.2854 2.1028 -5.3169
H -6.3706 0.3928 -5.7289
H -6.5633 1.5789 -2.9255
H -7.5144 0.2546 -3.6438
O 0.4596 -5.6463 3.3453
C 0.1046 -6.0774 2.2881
O -0.9384 -6.9264 2.1525
C -1.0614 -7.3519 0.7829
C -0.3606 -6.2721 -0.0330
C 0.7302 -5.8126 0.9319
H -0.5835 -8.3280 0.6804
H -2.1159 -7.4505 0.5392
H 0.0108 -6.6299 -0.9911
H -1.0494 -5.4484 -0.2261
H 1.6377 -6.4118 0.8443
H 0.9659 -4.7583 0.8230
*
```

=====

# 2
# C54H147N9O18

A cluster of 15 separate species, C54H147N9O18 in total in a non-equilibrium geometry (ωB97M-V/def2-TZVPD, the Open Molecules 2025 dataset).

Results
HOMO energy in eV: -8.4

```
! RIJCOSX wB97M-V def2-TZVPD def2/J DEFGRID3
* xyz 0 1
C -10.4744 3.3985 -10.8602
C -8.9668 3.1124 -10.9300
C -8.1155 3.6630 -12.1629
O -8.5887 3.0062 -13.3460
C -7.8787 3.4463 -14.4599
N -8.4547 3.6448 -9.6770
H -10.6707 4.4647 -10.9735
H -10.9242 3.0061 -9.9481
H -11.0512 2.9769 -11.6834
H -8.8176 2.0366 -10.8381
H -7.0728 3.4466 -11.9302
H -8.1309 4.7487 -12.2584
H -8.1435 2.8027 -15.2988
H -6.8001 3.2928 -14.4919
H -8.1761 4.4672 -14.6997
H -7.5347 3.2831 -9.4697
H -8.9394 3.2261 -8.8961
C -5.6322 2.8172 -2.6160
C -6.2612 1.6684 -1.8106
C -6.5568 0.4264 -2.6161
O -7.4867 0.6467 -3.6638
C -8.7946 1.1244 -3.2971
N -5.3530 1.3720 -0.7419
H -4.9167 3.3863 -2.0223
H -6.3672 3.3987 -3.1724
H -4.9478 2.4210 -3.3661
H -7.1186 2.0629 -1.2654
H -6.9811 -0.3436 -1.9718
H -5.6482 -0.0062 -3.0349
H -8.6757 2.1588 -2.9747
H -9.2514 0.6318 -2.4388
H -9.4854 1.1581 -4.1396
H -4.5114 0.9755 -1.1352
H -5.6375 0.5660 -0.2037
C -14.7274 5.1396 -9.5912
C -15.9394 5.6759 -10.4077
C -15.4712 6.3053 -11.7575
O -14.8089 7.5553 -11.5397
C -14.1849 8.0644 -12.7572
N -16.7677 4.5284 -10.6517
H -14.9852 4.6488 -8.6527
H -14.0981 6.0201 -9.4616
H -14.2024 4.3500 -10.1288
H -16.5944 6.3812 -9.8963
H -16.3682 6.4858 -12.3499
H -14.7787 5.6214 -12.2483
H -14.9040 8.2029 -13.5645
H -13.3620 7.4860 -13.1772
H -13.8078 9.0564 -12.5087
H -17.0539 4.2294 -9.7303
H -16.2370 3.7334 -10.9778
C -16.5680 11.6278 -6.2536
C -15.7164 11.6645 -7.5409
C -15.3341 10.2326 -7.9877
O -14.7504 9.4941 -6.8943
C -14.2146 8.2310 -7.2875
N -16.5935 12.2392 -8.5613
H -16.8311 12.6064 -5.8522
H -16.1462 11.0308 -5.4450
H -17.4769 11.0837 -6.5103
H -14.7547 12.1321 -7.3298
H -14.7550 10.2668 -8.9106
H -16.2261 9.6682 -8.2596
H -13.9316 7.7723 -6.3401
H -13.2425 8.3725 -7.7599
H -14.8965 7.5742 -7.8276
H -16.1342 12.3326 -9.4560
H -16.8405 13.1773 -8.2801
C -12.7944 8.7709 -3.8687
C -13.1951 10.2388 -3.8210
C -14.2086 10.6028 -2.6813
O -15.3446 9.7468 -2.7242
C -16.3912 10.1996 -1.8948
N -11.9652 10.9873 -3.6410
H -12.2117 8.4931 -4.7470
H -13.6573 8.1064 -3.8260
H -12.3043 8.6029 -2.9097
H -13.6516 10.5017 -4.7752
H -14.4711 11.6482 -2.8435
H -13.7189 10.4837 -1.7148
H -17.1311 9.3991 -1.8936
H -16.8795 11.1407 -2.1476
H -16.1161 10.3414 -0.8497
H -12.1197 11.9847 -3.6042
H -11.5592 10.8829 -4.5600
C -12.8630 2.9856 -7.3959
C -11.4554 3.2423 -6.8760
C -11.3626 4.1556 -5.6979
O -11.8340 5.4797 -5.9029
C -11.2593 6.1742 -6.9465
N -10.9507 1.9778 -6.3568
H -13.5064 2.5401 -6.6372
H -12.8289 2.2768 -8.2233
H -13.3242 3.9215 -7.7112
H -10.8318 3.6025 -7.6942
H -10.3300 4.2747 -5.3696
H -11.8670 3.7108 -4.8401
H -11.6403 7.1937 -7.0060
H -11.5405 5.7001 -7.8868
H -10.1773 6.2960 -6.8949
H -11.6842 1.6216 -5.7607
H -10.8699 1.2437 -7.0458
C -6.0220 2.4366 -6.4161
C -7.4738 2.9198 -6.2771
O -8.2261 1.8959 -6.8241
H -5.8356 2.2773 -7.4781
H -5.8769 1.4601 -5.9541
H -5.3510 3.1866 -5.9974
H -7.7478 3.8672 -6.7411
H -7.7268 3.0444 -5.2242
H -9.1350 1.8866 -6.5151
C -13.1410 1.5886 -2.3493
C -13.6545 1.3794 -3.7871
O -12.7723 0.5050 -4.4604
H -13.0210 0.6010 -1.9039
H -13.8046 2.0788 -1.6370
H -12.2291 2.1782 -2.2542
H -13.6623 2.3741 -4.2328
H -14.6834 1.0196 -3.7824
H -13.2456 0.1527 -5.2176
C -11.6216 0.1945 -10.3654
C -11.5928 -0.9367 -9.3775
O -10.7929 -0.5385 -8.2754
H -12.1105 1.1115 -10.0364
H -12.1441 -0.2242 -11.2255
H -10.6000 0.4901 -10.6044
H -11.1667 -1.8565 -9.7783
H -12.5845 -1.2067 -9.0145
H -10.5625 -1.3227 -7.7718
C -14.9763 5.2163 -4.2885
C -15.8456 4.2574 -3.5187
O -16.8387 5.1445 -2.9941
H -15.4662 5.6859 -5.1415
H -14.1667 4.6746 -4.7778
H -14.4801 5.8959 -3.5957
H -15.3181 3.8330 -2.6645
H -16.2779 3.5204 -4.1956
H -16.4751 5.6279 -2.2486
C -9.3215 6.5364 -3.8681
C -8.0040 6.8157 -4.6667
O -6.9083 6.1167 -4.1863
H -9.5674 5.4745 -3.8664
H -10.1284 7.1951 -4.1893
H -9.2270 6.8130 -2.8181
H -7.7611 7.8781 -4.6825
H -8.1837 6.4972 -5.6935
H -6.1692 6.3486 -4.7534
C -16.2115 -1.8746 -6.7293
C -14.7507 -1.4252 -6.5455
O -14.6220 -0.0293 -6.5971
H -16.4738 -1.8878 -7.7872
H -16.9071 -1.2312 -6.1905
H -16.3254 -2.9223 -6.4512
H -14.1154 -1.8790 -7.3061
H -14.3249 -1.7542 -5.5976
H -14.7947 0.2423 -7.5015
C -14.8681 2.6079 -12.9527
O -14.6499 2.0012 -11.7040
C -15.6705 0.9745 -11.4856
C -15.5545 0.2195 -10.0668
N -15.6723 1.0933 -8.9045
C -17.0603 1.3290 -8.6322
C -17.2853 2.4248 -7.4948
O -17.2242 3.7703 -7.9910
C -17.7821 4.7861 -7.1810
H -13.9560 3.1100 -13.2752
H -15.7194 3.2820 -12.8584
H -15.0788 1.8149 -13.6703
H -15.5797 0.1474 -12.1898
H -16.6705 1.3966 -11.5857
H -14.6098 -0.3239 -10.0502
H -16.2526 -0.6147 -9.9977
H -15.2413 1.9748 -9.1440
H -17.6074 0.4108 -8.4183
H -17.5514 1.6482 -9.5515
H -16.4828 2.2786 -6.7719
H -18.2550 2.2020 -7.0497
H -17.2159 4.8936 -6.2558
H -18.8127 4.5702 -6.8992
H -17.8318 5.7218 -7.7379
C -5.4035 14.8653 -3.7746
O -6.3791 13.8454 -3.5789
C -5.7728 12.5186 -3.6564
C -6.7485 11.4375 -3.6326
N -7.7571 11.4885 -4.7613
C -8.9015 10.5744 -4.5394
C -9.6058 10.1624 -5.7801
O -10.5859 11.0997 -6.2375
C -11.2807 10.7462 -7.4260
H -5.8553 15.8411 -3.9532
H -4.7612 14.6379 -4.6254
H -4.7692 14.8397 -2.8885
H -5.0121 12.2735 -2.9152
H -5.1850 12.3384 -4.5565
H -7.2195 11.5411 -2.6551
H -6.0813 10.5757 -3.6451
H -8.1098 12.4278 -4.8778
H -9.5775 10.9528 -3.7726
H -8.4581 9.6920 -4.0779
H -10.2011 9.2657 -5.6077
H -8.9502 9.9206 -6.6166
H -11.9652 9.9133 -7.2651
H -10.5506 10.5952 -8.2212
H -11.9320 11.5836 -7.6763
C -3.6048 3.6442 -8.4341
O -4.2716 4.8383 -8.1704
C -5.2422 5.1889 -9.2050
C -6.3240 6.2206 -8.6774
N -7.3445 6.3563 -9.7435
C -8.2812 7.4010 -9.3209
C -9.5400 7.4179 -10.2401
O -10.4737 8.3412 -9.6806
C -11.6222 8.5211 -10.4375
H -2.8877 3.8327 -9.2330
H -4.2322 2.7727 -8.6215
H -3.0270 3.2828 -7.5834
H -5.8028 4.3665 -9.6492
H -4.6720 5.5557 -10.0584
H -5.8156 7.1653 -8.4847
H -6.7333 5.7816 -7.7675
H -7.8781 5.5063 -9.6300
H -7.7086 8.3194 -9.1908
H -8.6324 7.1789 -8.3132
H -10.0277 6.4467 -10.3240
H -9.1619 7.7436 -11.2092
H -11.4863 9.2285 -11.2556
H -12.3977 9.0418 -9.8757
H -12.0068 7.5673 -10.7988
*
```

=====

# 3
# C6H13N

A cluster of 2 separate species, C6H13N in total in a non-equilibrium geometry (ωB97M-V/def2-TZVPD, the Open Molecules 2025 dataset).

Results
HOMO energy in eV: -9.2
SMILES string: C=CCN.C=CC

```
! RIJCOSX wB97M-V def2-TZVPD def2/J DEFGRID3
* xyz 0 1
C 1.3493 -1.5250 -0.5473
C 1.1062 -0.9146 -1.7761
C -0.1372 -0.0397 -2.1248
N 0.3694 1.0766 -2.9673
H 2.1863 -2.2541 -0.4283
H 0.7986 -1.2160 0.4215
H 1.9177 -1.0226 -2.5425
H -0.8894 -0.6435 -2.6767
H -0.6277 0.3192 -1.2182
H -0.2359 1.9028 -2.9580
H 0.2802 0.6975 -3.9188
C -0.5712 1.0576 1.0789
C -0.0942 0.4596 2.1883
C -1.0307 -0.1243 3.2437
H 0.0767 1.4360 0.2823
H -1.6611 1.2608 0.9261
H 0.9568 0.3472 2.4001
H -0.8263 0.3224 4.2254
H -2.0781 0.0826 2.9995
H -0.8894 -1.2224 3.3923
*
```

=====

# 4
# C35H41N8V

A structure of composition C35H41N8V (ωB97M-V/def2-TZVPD, the Open Molecules 2025 dataset).

Results
HOMO energy (spin up / spin down) in eV: -9.3 / -10.4

```
! RIJCOSX wB97M-V def2-TZVPD def2/J DEFGRID3
* xyz 1 4
V -2.4695 0.9459 -1.0820
C -4.2829 1.7808 -2.2378
C -4.7832 1.0665 -1.1221
C -4.4218 -0.2893 -1.2659
C -3.7027 -0.4223 -2.4859
C -3.6243 0.8560 -3.0810
H -4.4012 2.8372 -2.4212
H -5.3471 1.4861 -0.3044
H -4.6799 -1.0881 -0.5871
H -3.3472 -1.3431 -2.9235
H -3.1431 1.0892 -4.0184
C -2.6543 2.6074 1.7734
N -1.9898 2.3990 0.4901
C -1.0607 3.2207 0.1485
C -0.4225 3.0857 -1.1254
C 0.3615 3.9828 -1.8498
C 0.4684 3.4472 -3.1403
C -0.2537 2.2552 -3.1311
N -0.7950 2.0183 -1.9126
C -4.1007 3.0016 1.5953
C -4.4459 4.0109 0.7024
C -5.7740 4.3594 0.5174
C -6.7717 3.7031 1.2278
C -6.4331 2.7044 2.1280
C -5.1008 2.3557 2.3086
H -2.1198 3.3715 2.3503
H -2.6148 1.6766 2.3460
H -0.7782 4.0489 0.8021
H 0.7596 4.9206 -1.4932
H 0.9850 3.8758 -3.9841
H -0.4275 1.5744 -3.9537
H -3.6738 4.5132 0.1308
H -6.0340 5.1410 -0.1845
H -7.8093 3.9706 1.0786
H -7.2057 2.1903 2.6845
H -4.8400 1.5637 3.0015
N 3.1514 -1.6289 -0.0788
C 4.2117 -1.0494 -0.9185
C 3.6727 -0.8716 -2.3403
C 2.6573 0.2607 -2.4544
N 1.4021 -0.1071 -1.7088
C 3.2170 1.5720 -1.9205
C 3.7459 1.4691 -0.4928
N 2.6004 1.3559 0.4272
C 4.7022 0.2835 -0.3472
H 3.0242 -2.6183 -0.2784
H 1.6675 -0.3485 -0.7348
H 3.4154 -1.5785 0.8993
H 5.0798 -1.7154 -0.9729
H 3.2434 -1.8141 -2.6943
H 4.4985 -0.6360 -3.0147
H 2.3552 0.3965 -3.4933
H 0.9664 -0.9290 -2.1243
H 0.7066 0.6615 -1.7221
H 2.4605 2.3568 -1.9913
H 4.0327 1.8640 -2.5860
H 4.3254 2.3773 -0.2910
H 2.0183 2.1850 0.3389
H 2.9265 1.3277 1.3870
H 4.9731 0.1508 0.7052
H 5.6293 0.5444 -0.8640
N 1.4969 -3.6688 3.0590
C 2.4100 -4.7001 3.1852
C 3.0270 -5.2779 4.2908
C 3.9130 -6.3028 4.0320
C 4.1773 -6.7390 2.7216
C 3.5585 -6.1643 1.6330
C 2.6544 -5.1289 1.8752
N 1.8917 -4.3894 0.9821
C 1.2190 -3.5539 1.7240
C 0.3116 -2.5432 1.1728
C -0.3983 -2.8157 0.0065
C -1.1776 -1.8224 -0.5477
N -1.2673 -0.5820 -0.0372
C -0.5964 -0.3348 1.0931
C 0.1836 -1.2803 1.7331
H 1.0009 -3.2160 3.8071
H 2.8262 -4.9464 5.3008
H 4.4180 -6.7853 4.8579
H 4.8793 -7.5478 2.5719
H 3.7514 -6.5025 0.6240
H -0.3337 -3.7913 -0.4544
H -1.7538 -2.0031 -1.4454
H -0.6694 0.6719 1.4785
H 0.7277 -1.0017 2.6259
*
```